Record 1
{
  "formula": "C5H6HgO3",
  "method": "ωB97M-V/def2-TZVPD",
  "symbols": ["H", "C", "C", "H", "Hg", "C", "O", "C", "O", "H", "H", "C", "H", "H", "O"],
  "xyz": [[1.65475, -0.19433, -0.38689], [1.76069, 2.83753, -1.46622], [-3.08400, -3.65077, 0.41437], [0.38416, 0.55679, -1.37861], [-0.43523, -2.26465, 0.97588], [1.80259, 1.93658, -0.50941], [-0.65651, -0.53986, 0.87636], [0.97465, 0.67179, -0.45791], [-4.18286, -3.93162, 0.24823], [1.24824, 2.96310, -2.42126], [0.64057, 0.85015, 1.66488], [0.03911, 0.65157, 0.75559], [2.48163, 2.09127, 0.34134], [-0.67231, 1.49422, 0.65715], [-1.95549, -3.47176, 0.68650]],
  "s_squared": 0.7635,
  "gap_ev": [5.44, 6.35],
  "largest_force_ev_per_a": 7.940,
  "charge": 1,
  "e_homo_ha": [-0.4273, -0.4606],
  "e_lumo_ev": [-6.19, -6.18],
  "spin_multiplicity": 2
}

***

Record 2
{
  "formula": "C5H6HoO3",
  "method": "ωB97M-V/def2-TZVPD",
  "symbols": ["C", "H", "O", "H", "C", "C", "Ho", "H", "H", "H", "O", "O", "C", "C", "H"],
  "xyz": [[-1.37776, 0.27137, 0.31672], [-1.09829, 0.90854, 1.17353], [5.90323, 0.83280, -2.02276], [-3.81773, 0.54247, -1.45935], [-2.83668, -0.10584, 0.44623], [5.18736, 0.80348, -1.12971], [2.62477, 0.37839, 1.27093], [-0.71001, -1.57471, 1.20600], [-0.72192, -1.57880, -0.56697], [-1.20811, 0.85423, -0.60027], [4.52141, 0.75593, -0.16669], [0.87815, -0.63344, 0.28960], [-3.76879, 0.12852, -0.45109], [-0.46639, -0.96084, 0.31584], [-3.10923, -0.62212, 1.37800]],
  "s_squared": 8.7666,
  "gap_ev": [8.84, 4.95],
  "largest_force_ev_per_a": 4.171,
  "charge": 2,
  "e_homo_ha": [-0.6266, -0.6042],
  "e_lumo_ev": [-8.21, -11.49],
  "spin_multiplicity": 6
}

***

Record 3
{
  "formula": "C5H6I3NO",
  "method": "ωB97M-V/def2-TZVPD",
  "symbols": ["H", "H", "I", "H", "C", "H", "C", "I", "C", "H", "C", "I", "O", "N", "H", "C"],
  "xyz": [[3.25717, 0.58584, -2.31839], [-1.11440, -0.00300, -1.63595], [5.17531, -2.96549, -0.86441], [-2.42411, 0.82309, -0.67901], [-1.05540, -0.21019, 0.43518], [0.11791, -1.69885, -0.63793], [0.04267, -1.21485, 0.38826], [2.49630, -2.56023, -3.28727], [1.86262, 0.16534, -0.25314], [-1.32642, -0.06024, 1.45647], [3.74950, -1.61268, -1.73705], [4.82593, 0.26767, -2.84145], [1.30368, -0.51589, 0.61641], [2.27535, 0.88475, -1.05357], [-0.21497, -2.10241, 1.03296], [-1.51692, 0.37696, -0.65656]],
  "gap_ev": [6.88, 6.88],
  "largest_force_ev_per_a": 3.903,
  "charge": 0,
  "e_homo_ha": [-0.2848, -0.2848],
  "e_lumo_ev": [-0.87, -0.87],
  "spin_multiplicity": 1
}

***

Record 4
{
  "formula": "C5H6INO",
  "method": "ωB97M-V/def2-TZVPD",
  "symbols": ["C", "H", "C", "N", "H", "C", "H", "O", "C", "I", "H", "H", "C", "H"],
  "xyz": [[1.58752, -0.77541, 0.22942], [0.45419, -0.45858, 1.94825], [0.67334, 0.05002, 1.03184], [0.99132, -0.96383, -1.05962], [1.23135, 1.02878, 1.34996], [-0.28718, -0.34055, -1.23607], [-0.97215, -0.12949, -2.13576], [2.71468, -1.17161, 0.31408], [-0.45832, 0.25935, -0.02393], [2.20996, -2.11685, -1.97280], [-1.73577, 1.66327, 1.27377], [-2.52246, 0.35134, 0.51545], [-1.71872, 1.03890, 0.32695], [-2.16777, 1.56468, -0.56154]],
  "gap_ev": 8.56,
  "largest_force_ev_per_a": 4.400,
  "charge": 0,
  "e_homo_ha": -0.2943,
  "e_lumo_ev": 0.55,
  "spin_multiplicity": 1
}

***

Record 5
{
  "formula": "C5H6N",
  "method": "ωB97M-V/def2-TZVPD",
  "symbols": ["N", "H", "H", "C", "H", "H", "H", "C", "H", "C", "C", "C"],
  "xyz": [[-1.23321, -0.60454, -0.03958], [0.09532, -2.23931, 0.56742], [0.29867, 1.01443, -1.56855], [-2.03548, 0.36755, -0.10268], [1.42273, -0.13729, 1.11880], [1.13520, 1.93961, -0.25891], [-0.70528, 1.15804, 1.45083], [0.52652, 1.08097, -0.51139], [0.22370, -1.77640, -1.18954], [-0.60933, 0.78688, 0.43623], [0.76391, -0.15192, 0.26146], [0.11724, -1.43804, -0.16409]],
  "gap_ev": 10.94,
  "largest_force_ev_per_a": 2.719,
  "charge": 1,
  "e_homo_ha": -0.5766,
  "e_lumo_ev": -4.75,
  "spin_multiplicity": 1
}

***

Record 6
{
  "formula": "C5H6N",
  "method": "ωB97M-V/def2-TZVPD",
  "symbols": ["C", "H", "C", "H", "H", "C", "N", "H", "C", "H", "C", "H"],
  "xyz": [[0.69294, 0.95982, 0.17083], [-0.79921, 1.15808, -1.30667], [2.04888, -1.17086, -0.24629], [2.68449, -1.98900, -0.21294], [-0.13849, -1.83977, 0.47900], [1.40031, -0.16035, -0.16726], [-0.99345, -1.40236, 0.24570], [1.04376, 1.70353, 0.96796], [-0.70910, 1.15673, -0.15218], [-2.44459, 0.00088, -0.12705], [-1.45453, -0.30285, 0.05248], [-1.33100, 1.88614, 0.29643]],
  "gap_ev": [7.10, 7.09],
  "largest_force_ev_per_a": 4.197,
  "charge": 1,
  "e_homo_ha": [-0.5275, -0.5274],
  "e_lumo_ev": [-7.25, -7.26],
  "spin_multiplicity": 1
}

***

Record 7
{
  "formula": "C5H6N",
  "method": "ωB97M-V/def2-TZVPD",
  "symbols": ["H", "H", "C", "C", "C", "H", "C", "H", "N", "H", "H", "C"],
  "xyz": [[1.82225, 1.33630, -0.55628], [-2.34638, 0.17963, -0.92461], [0.80441, 1.11488, -0.16642], [-1.02661, -0.03048, 0.83497], [0.81663, -1.12041, -0.20362], [0.44211, -2.17399, 0.00202], [0.63581, -0.07447, 0.85665], [-1.58517, -0.02658, 1.80423], [-1.44884, -0.01035, -0.38544], [1.82034, -1.05942, -0.42236], [0.01483, 1.87295, -0.00050], [0.05062, -0.00806, -0.83864]],
  "gap_ev": 9.67,
  "largest_force_ev_per_a": 5.437,
  "charge": 1,
  "e_homo_ha": -0.5506,
  "e_lumo_ev": -5.32,
  "spin_multiplicity": 1
}

***

Record 8
{
  "formula": "C5H6N",
  "method": "ωB97M-V/def2-TZVPD",
  "symbols": ["C", "H", "C", "H", "C", "C", "H", "C", "H", "H", "H", "N"],
  "xyz": [[-1.34276, 0.84943, -0.16587], [-2.26367, -1.04682, 0.53299], [0.05063, 0.77280, -0.01360], [2.21544, 1.19779, 0.56104], [0.01976, -0.66305, -0.08540], [-1.58465, -0.60756, -0.19780], [2.04367, 0.81497, -1.26887], [1.57278, 0.60355, -0.18601], [1.84758, -1.63995, -0.43299], [-1.94060, 1.68483, -0.54472], [-1.87386, -1.00916, -1.12000], [1.32827, -0.84655, -0.16156]],
  "gap_ev": 9.87,
  "largest_force_ev_per_a": 4.751,
  "charge": 1,
  "e_homo_ha": -0.5576,
  "e_lumo_ev": -5.30,
  "spin_multiplicity": 1
}

***

Record 9
{
  "formula": "C5H6N",
  "method": "ωB97M-V/def2-TZVPD",
  "symbols": ["C", "H", "C", "H", "N", "C", "C", "C", "H", "H", "H", "H"],
  "xyz": [[1.05787, -0.34165, -0.03311], [-0.31545, 0.65724, -1.07567], [3.00166, 1.33558, -0.09270], [-2.56320, 1.19531, -0.41543], [1.98552, -1.18359, 0.30924], [2.36598, 0.25433, 0.05565], [-0.34143, -0.16975, -0.37128], [-2.14243, 0.54126, 0.38216], [-1.86692, 1.08367, 1.27327], [-2.70152, -0.38712, 0.51391], [-0.92968, -1.03051, -0.37492], [2.44960, -1.95477, -0.17110]],
  "gap_ev": 8.66,
  "largest_force_ev_per_a": 3.915,
  "charge": 1,
  "e_homo_ha": -0.5608,
  "e_lumo_ev": -6.60,
  "spin_multiplicity": 1
}

***

Record 10
{
  "formula": "C5H6N",
  "method": "ωB97M-V/def2-TZVPD",
  "symbols": ["C", "H", "C", "C", "H", "H", "C", "H", "H", "H", "N", "C"],
  "xyz": [[1.59500, 1.70977, -0.08532], [-0.46868, 0.23730, 1.43489], [-0.07758, 0.07067, 0.36300], [1.25517, -0.50798, 0.31580], [-1.72108, -0.42686, -1.07762], [-0.75511, -1.69670, -1.01524], [2.00337, 0.53113, 0.44636], [-1.80539, -1.41671, 0.24716], [1.45568, -1.48650, 0.84830], [-0.49849, 2.33298, -0.75590], [-1.19334, -0.91981, -0.40609], [0.21044, 1.57270, -0.31535]],
  "gap_ev": [7.76, 7.76],
  "largest_force_ev_per_a": 6.180,
  "charge": 1,
  "e_homo_ha": [-0.5032, -0.5031],
  "smiles": "[NH3+]C1C=C=C=C1",
  "e_lumo_ev": [-5.93, -5.93],
  "spin_multiplicity": 1
}

***

Record 11
{
  "formula": "C5H6N",
  "method": "ωB97M-V/def2-TZVPD",
  "symbols": ["C", "H", "H", "H", "C", "H", "N", "C", "C", "H", "H", "C"],
  "xyz": [[0.69298, -0.96368, 1.23139], [-2.77439, -0.64378, 0.51366], [0.88559, -1.02238, 2.31267], [-0.60393, 1.78922, -2.31168], [0.24173, 0.04328, 0.50842], [-0.04742, 0.86437, 1.20544], [-1.77144, 0.79310, -0.84435], [-1.96232, -0.14957, -0.10858], [-0.55989, 1.12021, -1.48938], [1.50636, 0.47659, -1.25974], [0.84301, -1.86859, 0.69440], [0.50576, 0.50102, -0.81167]],
  "gap_ev": 7.85,
  "largest_force_ev_per_a": 3.890,
  "charge": 1,
  "e_homo_ha": -0.5299,
  "smiles": "C#[N+]/C=C\\C=C",
  "e_lumo_ev": -6.57,
  "spin_multiplicity": 1
}

***

Record 12
{
  "formula": "C5H6N",
  "method": "ωB97M-V/def2-TZVPD",
  "symbols": ["H", "C", "N", "C", "C", "H", "C", "C", "H", "H", "H", "H"],
  "xyz": [[1.09536, 0.88673, 1.05603], [-1.05144, -1.30041, 0.26784], [0.12540, 0.25758, -0.66739], [1.47876, 0.58830, 0.02742], [0.12844, -1.23682, -0.37008], [-1.52600, -2.02920, 0.84656], [-1.19626, 0.19751, 0.11919], [2.21370, -0.60096, 0.27372], [-2.02902, 0.52918, -0.41341], [1.92054, 1.43493, -0.57725], [-0.15417, 0.53527, -1.56871], [-1.00531, 0.73790, 1.00610]],
  "gap_ev": [8.10, 8.69],
  "largest_force_ev_per_a": 3.959,
  "charge": 1,
  "e_homo_ha": [-0.5285, -0.5398],
  "e_lumo_ev": [-6.28, -6.00],
  "spin_multiplicity": 1
}

***

Record 13
{
  "formula": "C5H6N",
  "method": "ωB97M-V/def2-TZVPD",
  "symbols": ["C", "H", "C", "H", "H", "H", "C", "N", "C", "H", "C", "H"],
  "xyz": [[1.04221, 1.32805, -0.44143], [1.33474, 0.90079, 0.53052], [-0.67043, -2.45575, 0.15905], [0.96698, 2.45652, -0.23123], [-1.75828, -3.13204, 3.35034], [0.07479, -2.90815, -0.50431], [-0.50842, -0.52259, -0.30878], [-1.04545, -2.48710, 1.34616], [-1.33554, -2.92366, 2.40575], [1.68147, 1.12488, -1.31627], [-0.22423, 0.68685, -0.89461], [-0.92529, 1.00820, -1.54927]],
  "gap_ev": [7.76, 7.76],
  "largest_force_ev_per_a": 7.806,
  "charge": 1,
  "e_homo_ha": [-0.4936, -0.4936],
  "e_lumo_ev": [-5.67, -5.67],
  "spin_multiplicity": 1
}

***

Record 14
{
  "formula": "C5H6N",
  "method": "ωB97M-V/def2-TZVPD",
  "symbols": ["C", "H", "C", "H", "H", "C", "H", "C", "N", "H", "H", "C"],
  "xyz": [[-0.84449, 0.29739, -0.63899], [2.64693, -1.84939, 0.68201], [1.88047, -1.01585, 0.58457], [-2.36447, -0.45004, 0.49608], [-1.63363, 0.93479, 1.27527], [1.75890, -0.15854, -0.44955], [-0.87385, -0.05611, -1.64591], [-1.88703, 0.62968, 0.29836], [0.42310, 0.39249, -0.23723], [-2.69911, 1.20156, -0.12807], [2.40224, 0.01094, -1.39743], [1.19095, 0.06308, 1.16090]],
  "gap_ev": 9.09,
  "largest_force_ev_per_a": 5.784,
  "charge": 1,
  "e_homo_ha": -0.5268,
  "smiles": "C/C=[N+]1\\C2=C[C@H]21",
  "e_lumo_ev": -5.25,
  "spin_multiplicity": 1
}

***

Record 15
{
  "formula": "C5H6N2",
  "method": "ωB97M-V/def2-TZVPD",
  "symbols": ["H", "N", "H", "C", "H", "N", "C", "H", "C", "H", "H", "C", "C"],
  "xyz": [[0.26560, 1.62007, 0.68447], [-0.19763, -4.92346, 1.16969], [-0.74244, 1.43345, -0.74694], [1.08284, -0.67727, -0.85937], [1.46649, -1.67400, -0.96946], [0.13190, -2.62980, 0.39021], [-0.10389, -3.81548, 0.86279], [-1.18450, -1.41194, 1.47045], [-0.40563, -1.52355, 0.71311], [-1.35859, 0.94032, 0.83631], [1.54188, 0.09045, -1.46340], [0.09471, -0.38432, -0.01258], [-0.47398, 0.98100, 0.20534]],
  "gap_ev": 8.87,
  "largest_force_ev_per_a": 1.303,
  "charge": 0,
  "e_homo_ha": -0.3556,
  "smiles": "C=C(C)/C=N/C#N",
  "e_lumo_ev": -0.81,
  "spin_multiplicity": 1
}

***

Record 16
{
  "formula": "C5H6N2",
  "method": "ωB97M-V/def2-TZVPD",
  "symbols": ["H", "H", "C", "H", "N", "H", "C", "C", "H", "H", "C", "C", "N"],
  "xyz": [[-0.18107, 1.95918, -0.07359], [0.17282, -2.26245, -0.23999], [-2.51259, 0.14528, 0.12165], [-2.25487, 1.26705, 0.35388], [-0.22679, -0.22227, -0.03536], [2.95106, -1.08557, 0.16018], [0.61592, -1.24428, 0.08160], [1.91089, -0.72152, 0.08770], [2.52588, 1.41047, -0.18255], [-3.51339, -0.18462, -0.02763], [1.70632, 0.68002, -0.05381], [0.39831, 0.97999, -0.02965], [-1.59251, -0.72128, -0.16244]],
  "gap_ev": 9.23,
  "largest_force_ev_per_a": 3.932,
  "charge": 0,
  "e_homo_ha": -0.3108,
  "smiles": "C=Nn1cccc1",
  "e_lumo_ev": 0.77,
  "spin_multiplicity": 1
}

***

Record 17
{
  "formula": "C5H6N2",
  "method": "ωB97M-V/def2-TZVPD",
  "symbols": ["N", "C", "H", "C", "C", "N", "C", "H", "H", "C", "H", "H", "H"],
  "xyz": [[-0.22881, 0.38327, 0.02046], [0.41318, 0.60421, 1.36613], [2.39383, -1.46107, -0.40446], [0.59861, -0.49278, -0.64969], [1.76666, -0.65792, 0.02597], [-1.48523, 0.70440, -0.16468], [1.68387, 0.14725, 1.27509], [-1.83259, -0.30117, -1.81483], [-3.52255, 0.19121, -1.01208], [-2.30425, 0.19174, -1.06953], [2.42019, 0.39742, 2.02826], [0.29441, -0.88286, -1.56695], [-0.19733, 1.17630, 1.96631]],
  "gap_ev": 9.12,
  "largest_force_ev_per_a": 5.067,
  "charge": 0,
  "e_homo_ha": -0.3137,
  "smiles": "C=Nn1cccc1",
  "e_lumo_ev": 0.58,
  "spin_multiplicity": 1
}

***

Record 18
{
  "formula": "C5H6N2",
  "method": "ωB97M-V/def2-TZVPD",
  "symbols": ["H", "H", "C", "N", "C", "N", "H", "H", "C", "C", "H", "H", "C"],
  "xyz": [[-2.40137, -0.61019, -0.46286], [-1.93922, -1.92100, 0.76728], [1.74027, 0.41766, -0.86808], [0.65144, 0.97354, -1.77489], [-1.22254, 0.03518, 1.16055], [1.89971, 1.27581, 1.59294], [-0.05512, -1.09976, -1.56252], [-0.70034, -0.21115, 2.08141], [1.80068, 0.89163, 0.50408], [0.56434, -0.22313, -1.42788], [2.71956, 0.26942, -1.31819], [-1.17905, 1.08024, 0.85351], [-1.87835, -0.87824, 0.45465]],
  "gap_ev": 11.10,
  "largest_force_ev_per_a": 1.286,
  "charge": 0,
  "e_homo_ha": -0.3827,
  "smiles": "N#C[C@H]1C=N1.C=C",
  "e_lumo_ev": 0.69,
  "spin_multiplicity": 1
}

***

Calculated values (kJ/mol) of ΔE to the lowest compared entry with this formula, charge and spin for the records, taken in order: 229.8, 0.0, 230.0, 220.9, 567.0, 525.7, 550.8, 493.6, 941.6, 727.8, 462.8, 940.8, 824.5, 648.4, 184.6, 258.8, 334.1, 336.1.